Below is the molecule C17H20O3 at a distorted geometry, with properties calculated with ωB97M-V/def2-TZVPD.

Structure (ORCA input):
```
! wB97M-V def2-TZVPD RIJCOSX def2/J DEFGRID3
* xyz 0 1
C -2.689 -3.338 -0.193
C -3.878 -2.588 -0.570
O -4.178 -1.533 0.402
C -3.606 -0.476 0.441
C -3.947 0.213 1.394
C -3.412 1.528 1.717
C -2.513 1.920 0.902
C -2.133 1.246 -0.460
O -1.292 1.721 -1.324
C -0.534 2.772 -1.354
C 0.737 2.345 -0.360
C 1.626 1.429 -0.570
O 2.613 1.242 0.239
C 3.465 0.218 0.403
C 3.589 -0.888 -0.660
C 4.499 -1.757 -0.616
C 5.607 -1.614 0.226
C 5.456 -0.700 1.394
C 4.467 0.225 1.183
C -2.784 0.006 -0.562
H -1.889 -2.642 0.002
H -2.598 -4.050 -1.024
H -2.923 -3.694 0.788
H -4.838 -3.068 -0.508
H -3.968 -2.102 -1.729
H -4.731 -0.015 2.271
H -3.624 2.128 2.478
H -1.932 3.054 0.882
H -0.011 2.912 -2.310
H -1.066 3.533 -1.140
H 1.231 3.404 -0.130
H 0.354 2.328 0.828
H 2.051 1.302 -1.608
H 1.042 0.583 -0.648
H 2.895 -0.715 -1.505
H 4.537 -2.286 -1.713
H 6.201 -2.436 0.466
H 6.230 -0.637 2.110
H 4.366 1.090 2.189
H -2.417 -0.659 -1.332
*
```

Output
frontier orbital gap = 8.51 eV

Results of the Mulliken charge analysis, in e, for atoms 1 through 6: C -0.89; C -0.53; O -0.43; C 0.25; C 0.44; C -1.17

Below is a 10-piece molecular cluster, C75H151N7O13 overall at a distorted geometry, with properties calculated with ωB97M-V/def2-TZVPD.

Structure (ORCA input):
```
! wB97M-V def2-TZVPD RIJCOSX def2/J DEFGRID3
* xyz 0 1
C -4.123 6.753 -8.005
C -3.940 8.029 -7.058
C -4.982 9.149 -7.477
C -4.287 7.621 -5.625
C -3.857 8.570 -4.488
C -2.358 8.785 -4.643
C -1.943 9.421 -6.043
C -2.298 10.950 -6.128
C -0.376 9.285 -5.941
N -2.539 8.561 -7.103
O -2.121 8.910 -8.398
H -3.373 5.984 -7.822
H -5.171 6.460 -8.072
H -3.791 7.116 -8.978
H -4.835 9.539 -8.484
H -6.037 8.878 -7.431
H -4.799 10.043 -6.880
H -5.372 7.532 -5.591
H -3.955 6.588 -5.524
H -4.359 9.536 -4.554
H -4.057 8.081 -3.534
H -1.939 7.828 -4.333
H -2.178 9.464 -3.809
H -1.634 11.587 -5.544
H -3.323 11.141 -5.810
H -2.153 11.287 -7.155
H -0.017 8.584 -5.188
H 0.116 10.215 -5.656
H 0.104 8.918 -6.849
H -1.242 8.539 -8.504
C 2.690 2.154 -2.538
C 2.385 1.390 -1.215
C 3.636 1.293 -0.267
C 1.323 2.148 -0.397
C -0.090 2.014 -0.998
C -0.400 0.525 -1.261
C 0.634 -0.309 -2.033
C 0.166 -1.737 -1.912
C 0.422 0.015 -3.532
N 1.996 -0.047 -1.433
O 2.885 -0.916 -1.997
H 1.929 2.858 -2.874
H 3.515 2.862 -2.464
H 2.763 1.544 -3.439
H 3.926 2.304 0.018
H 3.265 0.720 0.582
H 4.458 0.849 -0.829
H 1.236 1.761 0.618
H 1.616 3.194 -0.306
H -0.879 2.485 -0.412
H -0.266 2.546 -1.934
H -1.345 0.533 -1.803
H -0.595 0.097 -0.278
H 0.283 -2.076 -0.882
H 0.557 -2.470 -2.618
H -0.917 -1.815 -2.003
H 0.363 1.062 -3.830
H -0.528 -0.393 -3.877
H 1.004 -0.555 -4.257
H 3.230 -1.431 -1.264
C -4.258 6.892 7.334
C -3.086 6.113 7.856
C -1.783 6.898 7.781
C -3.362 5.892 9.414
C -4.415 4.860 9.774
C -3.871 3.585 9.171
C -3.692 3.547 7.573
C -2.777 2.333 7.290
C -5.030 3.391 6.763
N -2.938 4.803 7.203
O -2.614 4.812 5.839
H -4.347 7.806 7.922
H -4.086 7.233 6.313
H -5.224 6.389 7.296
H -1.837 7.907 8.189
H -0.999 6.438 8.382
H -1.308 6.906 6.800
H -2.443 5.492 9.841
H -3.548 6.864 9.871
H -4.427 4.668 10.847
H -5.414 5.091 9.403
H -4.457 2.721 9.487
H -2.908 3.449 9.662
H -3.385 1.433 7.385
H -1.967 2.148 7.995
H -2.388 2.236 6.276
H -5.525 4.359 6.692
H -5.834 2.912 7.321
H -4.958 2.872 5.807
H -1.749 4.395 5.835
C 5.713 3.147 9.704
C 5.512 2.207 8.497
C 4.414 2.649 7.495
C 6.919 2.230 7.726
C 8.042 1.516 8.420
C 7.611 0.060 8.646
C 6.281 -0.094 9.557
C 5.894 -1.601 9.455
C 6.693 0.231 11.038
N 5.238 0.770 8.939
O 3.996 0.635 9.634
H 5.051 2.808 10.501
H 6.701 3.232 10.157
H 5.330 4.151 9.522
H 4.175 1.815 6.835
H 3.437 2.889 7.915
H 4.691 3.495 6.867
H 6.829 1.817 6.722
H 7.180 3.288 7.689
H 8.898 1.526 7.745
H 8.269 1.899 9.415
H 8.471 -0.405 9.127
H 7.469 -0.380 7.659
H 6.384 -2.117 10.280
H 6.116 -2.111 8.517
H 4.837 -1.760 9.670
H 5.903 0.063 11.771
H 7.006 1.263 11.197
H 7.578 -0.344 11.309
H 4.030 1.287 10.338
C -9.969 1.832 -7.412
C -9.861 0.265 -7.395
C -10.814 -0.211 -8.521
C -8.465 -0.322 -7.806
C -7.429 -0.128 -6.750
C -7.984 -0.771 -5.446
C -9.319 -0.239 -4.909
C -9.673 -1.275 -3.876
C -9.144 1.115 -4.260
N -10.281 -0.251 -6.038
O -11.648 -0.021 -5.758
H -9.544 2.206 -8.343
H -10.952 2.280 -7.266
H -9.271 2.317 -6.729
H -10.969 -1.285 -8.423
H -11.770 0.312 -8.561
H -10.327 0.054 -9.459
H -8.652 -1.375 -8.015
H -7.993 0.180 -8.651
H -6.452 -0.550 -6.982
H -7.272 0.925 -6.518
H -7.176 -0.494 -4.768
H -7.989 -1.848 -5.620
H -8.752 -1.599 -3.392
H -9.974 -2.197 -4.372
H -10.465 -1.120 -3.144
H -8.767 1.064 -3.238
H -10.147 1.510 -4.094
H -8.600 1.853 -4.850
H -12.043 -0.869 -5.976
C 6.299 -3.948 -9.277
C 6.272 -5.464 -9.340
C 5.725 -5.915 -10.749
C 7.794 -5.979 -9.316
C 7.982 -7.547 -9.114
C 7.101 -8.066 -7.972
C 5.606 -7.499 -7.962
C 4.902 -8.342 -9.051
C 5.249 -7.864 -6.528
N 5.566 -6.034 -8.161
O 4.356 -5.439 -7.916
H 5.276 -3.574 -9.335
H 6.806 -3.602 -8.377
H 6.898 -3.560 -10.101
H 4.639 -5.839 -10.788
H 6.050 -5.395 -11.650
H 6.020 -6.932 -11.008
H 8.168 -5.872 -10.335
H 8.526 -5.348 -8.810
H 7.649 -7.945 -10.073
H 9.029 -7.825 -8.993
H 7.706 -7.715 -7.136
H 7.063 -9.139 -8.158
H 4.076 -7.831 -9.545
H 4.428 -9.203 -8.580
H 5.597 -8.776 -9.771
H 4.173 -7.763 -6.386
H 5.706 -7.201 -5.794
H 5.550 -8.850 -6.174
H 4.585 -4.963 -7.114
C -6.721 -5.865 5.909
C -7.652 -7.045 5.723
C -7.942 -7.677 7.123
C -9.102 -6.656 5.173
C -9.010 -6.409 3.698
C -8.594 -7.703 2.994
C -7.147 -8.068 3.360
C -6.975 -9.501 2.898
C -6.141 -7.118 2.668
N -6.928 -7.984 4.852
O -5.725 -8.607 5.309
H -5.649 -5.985 6.062
H -6.776 -5.163 5.076
H -7.039 -5.223 6.731
H -8.311 -8.677 6.896
H -7.043 -7.790 7.729
H -8.776 -7.188 7.625
H -9.889 -7.382 5.376
H -9.323 -5.700 5.649
H -10.017 -6.166 3.357
H -8.504 -5.467 3.488
H -8.641 -7.529 1.919
H -9.308 -8.503 3.192
H -6.963 -9.502 1.809
H -7.717 -10.233 3.216
H -5.984 -9.889 3.135
H -5.153 -7.548 2.505
H -5.896 -6.300 3.346
H -6.436 -6.665 1.721
H -5.858 -9.504 5.624
O 14.359 6.928 0.073
C 13.505 6.066 0.294
C 13.623 4.613 0.226
C 12.153 4.099 0.469
C 11.502 5.315 1.129
O 12.323 6.426 0.859
H 13.957 4.416 -0.793
H 14.284 4.212 0.995
H 11.720 3.977 -0.524
H 12.218 3.160 1.019
H 10.480 5.485 0.791
H 11.429 5.294 2.217
O 3.212 -4.377 3.036
C 2.239 -4.694 3.747
C 1.344 -3.710 4.412
C 0.252 -4.667 4.936
C 0.896 -6.035 5.032
O 1.818 -5.978 3.959
H 1.864 -3.197 5.222
H 0.923 -2.946 3.758
H -0.083 -4.421 5.943
H -0.639 -4.580 4.314
H 1.429 -6.221 5.965
H 0.158 -6.807 4.816
O 13.169 -2.539 -1.319
C 11.994 -2.951 -1.342
C 11.234 -3.672 -0.276
C 10.118 -4.377 -1.098
C 9.916 -3.468 -2.296
O 11.185 -2.843 -2.458
H 11.938 -4.390 0.145
H 10.824 -2.941 0.421
H 10.326 -5.396 -1.423
H 9.153 -4.472 -0.600
H 9.695 -4.034 -3.201
H 9.144 -2.714 -2.137
*
```

Output
frontier orbital gap = 8.06 eV

Results of the Mulliken charge analysis, in e, for atoms 1 through 6: C -1.80; C 1.25; C -1.50; C -1.20; C -0.70; C -1.32

Below is the molecule C3H4N2S at a distorted geometry, with properties calculated with ωB97M-V/def2-TZVPD.

Structure (ORCA input):
```
! wB97M-V def2-TZVPD RIJCOSX def2/J DEFGRID3
* xyz 0 1
C 0.635 -0.863 0.251
C -0.830 -1.250 -0.128
C 1.183 0.341 0.158
N -1.885 -0.626 -0.142
N 0.972 1.660 -0.060
S -2.663 0.672 0.009
H 1.217 -1.753 0.448
H -0.745 -2.307 -0.203
H 0.464 2.354 0.501
H 1.651 1.773 -0.834
*
```

Output
frontier orbital gap (alpha / beta) = 8.27 / 6.47 eV

Results of the Mulliken charge analysis, in e, for atoms 1 through 6: C -0.45; C 0.04; C -0.03; N -0.16; N -0.32; S -0.17

Below is a 2-piece molecular cluster, C11H17O3S overall at a distorted geometry, with properties calculated with ωB97M-V/def2-TZVPD.

Structure (ORCA input):
```
! wB97M-V def2-TZVPD RIJCOSX def2/J DEFGRID3
* xyz -1 1
C -0.637 1.643 -0.800
C 1.340 2.088 0.650
C -1.986 0.854 -1.028
C -1.497 -0.450 1.068
C -0.401 0.541 1.501
C -2.551 0.223 0.146
C 0.104 1.468 0.402
C -3.454 -0.978 -0.338
C 3.427 -1.068 0.765
C 1.964 -1.280 -1.456
C 2.284 -1.566 0.033
O 1.979 1.942 1.716
O -0.238 2.420 -1.687
O 1.959 2.768 -0.339
S 1.396 -2.843 0.493
H -2.679 1.498 -1.555
H -1.755 0.058 -1.797
H -1.036 -1.196 0.499
H -2.058 -0.972 1.906
H -0.821 1.202 2.356
H 0.624 0.112 1.858
H -3.082 0.954 0.778
H -4.122 -1.337 0.408
H -2.785 -1.838 -0.561
H -4.076 -0.627 -1.305
H 3.435 -0.041 0.804
H 4.316 -1.310 0.319
H 3.517 -1.467 1.707
H 2.467 -0.424 -1.906
H 2.120 -2.236 -2.006
H 0.886 -1.091 -1.522
H 1.358 2.953 -1.109
*
```

Output
frontier orbital gap = 6.20 eV

Results of the Mulliken charge analysis, in e, for atoms 1 through 6: C 1.12; C 0.11; C -0.89; C -0.55; C -0.46; C 0.58

Below is a 3-piece molecular cluster, C5H8O overall at a distorted geometry, with properties calculated with ωB97M-V/def2-TZVPD.

Structure (ORCA input):
```
! wB97M-V def2-TZVPD RIJCOSX def2/J DEFGRID3
* xyz 0 1
O -0.605 2.440 -0.499
C -0.368 1.312 -0.143
C -1.404 0.233 0.183
C -0.564 -0.971 0.508
C 0.753 -0.726 0.328
C 1.029 0.728 0.066
H -1.992 0.553 1.050
H -2.109 0.146 -0.658
H -0.953 -1.937 0.810
H 0.375 -1.286 -1.020
H 1.123 -1.209 -1.452
H 1.567 -1.416 0.551
H 1.427 1.111 1.013
H 1.721 1.023 -0.737
*
```

Output
frontier orbital gap = 9.37 eV

Results of the Mulliken charge analysis, in e, for atoms 1 through 6: O -0.56; C 0.30; C -0.44; C -0.64; C -0.26; C -0.54

Below is C35H51BBrLiN9O4Si as an isolated structure at a distorted geometry, with properties calculated with ωB97M-V/def2-TZVPD.

Structure (ORCA input):
```
! wB97M-V def2-TZVPD RIJCOSX def2/J DEFGRID3
* xyz 0 2
Li 1.735 0.587 -1.137
C -0.762 -2.508 -3.162
C 0.346 -2.604 -2.177
C 0.604 -3.599 -1.217
C 1.798 -3.233 -0.637
N 2.214 -2.094 -1.222
N 1.326 -1.723 -2.142
B 3.625 -1.443 -1.217
N 3.752 -0.315 -0.180
C 4.015 -0.375 1.136
C 4.234 0.908 1.589
C 4.070 1.722 0.456
C 4.215 3.196 0.326
N 3.795 0.959 -0.583
N 3.737 -0.778 -2.589
C 4.429 -1.012 -3.717
C 3.955 -0.172 -4.702
C 2.939 0.565 -4.082
C 2.060 1.619 -4.647
N 2.840 0.179 -2.825
N 4.623 -2.555 -0.873
C 5.480 -3.320 -1.583
C 5.934 -4.335 -0.772
C 5.288 -4.124 0.457
C 5.346 -4.939 1.699
N 4.519 -3.056 0.365
H -1.541 -3.225 -2.924
H -0.380 -2.717 -4.162
H -1.177 -1.504 -3.162
H 0.012 -4.459 -0.987
H 2.364 -3.705 0.141
H 4.052 -1.316 1.649
H 4.454 1.221 2.590
H 4.384 3.654 1.296
H 3.314 3.611 -0.118
H 5.050 3.428 -0.334
H 5.220 -1.726 -3.787
H 4.286 -0.112 -5.720
H 2.359 1.862 -5.663
H 2.113 2.511 -4.025
H 1.027 1.273 -4.651
H 5.728 -3.126 -2.604
H 6.626 -5.112 -1.024
H 6.123 -5.695 1.622
H 4.388 -5.435 1.860
H 5.539 -4.304 2.562
C -3.738 2.682 0.781
C -3.595 1.355 1.531
C -2.360 1.502 2.424
C -4.827 1.167 2.420
Si -3.401 -0.141 0.291
Br -1.302 0.047 -0.627
C -4.532 0.014 -1.302
C -5.979 0.337 -0.928
C -4.543 -1.300 -2.084
C -4.026 1.098 -2.260
C -3.382 -1.919 1.121
C -2.594 -1.889 2.435
C -2.669 -2.950 0.238
C -4.798 -2.426 1.417
H -3.742 3.505 1.495
H -4.667 2.734 0.219
H -2.902 2.839 0.103
H -2.488 2.360 3.084
H -1.470 1.673 1.827
H -2.187 0.632 3.045
H -4.969 2.042 3.054
H -4.712 0.306 3.071
H -5.729 1.034 1.830
H -6.406 -0.452 -0.314
H -6.582 0.431 -1.832
H -6.057 1.274 -0.386
H -4.930 -2.113 -1.480
H -3.546 -1.558 -2.427
H -5.188 -1.207 -2.955
H -4.013 2.080 -1.801
H -4.679 1.146 -3.130
H -3.024 0.878 -2.616
H -1.591 -1.498 2.278
H -2.497 -2.904 2.820
H -3.092 -1.298 3.199
H -1.647 -2.644 0.034
H -3.175 -3.114 -0.706
H -2.631 -3.903 0.766
H -5.349 -1.733 2.047
H -4.751 -3.383 1.936
H -5.366 -2.578 0.502
O 1.075 0.885 1.686
C 1.029 1.910 1.016
O 1.142 2.035 -0.218
C 0.789 3.238 1.768
C 0.772 4.415 1.030
C 0.553 5.634 1.653
C 0.336 5.686 3.017
C 0.346 4.504 3.748
C 0.580 3.276 3.137
N 0.124 4.561 5.173
O 0.092 5.656 5.696
O -0.020 3.512 5.763
H 0.941 4.351 -0.034
H 0.557 6.545 1.073
H 0.158 6.620 3.529
H 0.608 2.372 3.724
*
```

Output
frontier orbital gap (alpha / beta) = 8.45 / 4.28 eV
expectation value of S² = 0.764

Results of the Mulliken charge analysis, in e, for atoms 1 through 6: Li 1.13; C -1.19; C 0.39; C -1.16; C -0.74; N 2.13